(1)
Here is a structure of composition C27H52LuP2Si from the Open Molecules 2025 dataset. Energies are from wB97M-V/def2-TZVPD.

The geometry in ORCA input format:
```
! wB97M-V def2-TZVPD RIJCOSX def2/J DEFGRID3
* xyz 1 1
Lu -1.30791 0.42210 -0.17337
C 0.22585 -1.01747 1.04423
C -0.14083 0.09754 1.86178
C -2.06504 -1.12457 1.43501
C -0.95585 -1.80486 0.83981
C -1.56433 0.05302 2.06832
C 1.60682 -1.55754 0.89292
H 2.32521 -0.75286 0.69438
H 1.65533 -2.26070 0.05491
H 1.94588 -2.09779 1.80343
C -0.95219 -3.24164 0.47399
H -0.02027 -3.73923 0.79212
H -1.01461 -3.37219 -0.61154
H -1.79729 -3.77414 0.93823
C -3.46314 -1.61226 1.43618
H -3.50855 -2.69225 1.63421
H -3.94472 -1.41635 0.47130
H -4.04086 -1.09434 2.20944
C -2.40565 1.07696 2.72668
H -3.02955 0.63123 3.51560
H -3.08548 1.54061 1.99041
H -1.78615 1.86081 3.18203
C 0.78604 1.10727 2.44756
H 0.44288 1.42731 3.44597
H 0.83549 2.00989 1.80724
H 1.80480 0.69956 2.54245
C 2.86260 1.21838 -2.95869
C 3.48914 0.83977 -1.82930
C 3.17615 1.43886 -0.47613
C 3.40517 2.98739 -0.40545
C 2.31260 3.99047 -0.49547
C 0.92457 3.68680 -0.96250
C 0.84933 2.43230 -1.92033
C 1.96518 2.41964 -2.99535
H 3.84853 0.95649 0.24388
H 4.17081 3.23685 -1.16859
H 2.17015 1.19439 -0.10210
H 2.64309 3.33919 -2.78986
H 3.04958 0.72391 -3.92706
H 4.19924 -0.00133 -1.78337
H 1.52829 2.56155 -4.00537
H 0.92163 1.49923 -1.31410
H 0.24536 3.48603 -0.09340
H -0.13657 2.41521 -2.41170
H 3.90557 3.15271 0.56438
H 2.43289 4.85294 0.18620
P 2.74587 5.06265 -2.78416
C 3.40040 5.15049 -4.48546
C 3.86048 6.10335 -1.78971
P 0.00280 5.19312 -1.61327
C 1.03660 5.59961 -3.06947
C 0.27797 6.77646 -0.72054
C -1.68325 5.19619 -2.21265
H 2.59476 4.94632 -5.20500
H 4.18850 4.39538 -4.62241
H 3.81103 6.15200 -4.67937
H 4.16166 7.00338 -2.34684
H 4.76126 5.52018 -1.54497
H 3.39362 6.40484 -0.84710
H -1.81791 6.06851 -2.87485
H -2.37622 5.27673 -1.36329
H -1.87938 4.27278 -2.77346
H 0.59608 5.11915 -3.95338
H 1.01989 6.69299 -3.22972
H -0.59926 7.00796 -0.09670
H 0.39367 7.59189 -1.45681
H 1.18127 6.75519 -0.08554
C -2.73989 -1.33190 -4.67010
Si -2.31292 -1.57290 -2.85302
C -3.25383 -3.07823 -2.19038
C -0.47056 -2.01956 -2.77341
C -2.81984 -0.09692 -1.83637
H -2.98847 -2.28083 -5.16829
H -1.91146 -0.87237 -5.22899
H -3.61166 -0.66799 -4.75638
H -3.50772 -3.76241 -3.01448
H -2.69423 -3.66166 -1.45001
H -4.18624 -2.74445 -1.71382
H 0.16139 -1.24179 -3.23263
H -0.09120 -2.20902 -1.75827
H -0.32825 -2.95765 -3.33987
H -3.84431 -0.12937 -1.42499
H -2.76749 0.86361 -2.41260
*
```

**LUMO level (alpha / beta)**: -3.07 / -2.90 eV
**Relative energy (zero: lowest compared OMol25 entry of this formula, charge and spin)**: 2.041 eV
**E_tot**: -3267.2695 Ha

---

(2)
Here is a structure of composition C36H43Br2CrF3N4O3S2Si4Te from the Open Molecules 2025 dataset. Energies are from wB97M-V/def2-TZVPD.

The geometry in ORCA input format:
```
! wB97M-V def2-TZVPD RIJCOSX def2/J DEFGRID3
* xyz -2 5
Cr 0.94614 0.71648 -0.20666
Br -1.81704 3.54247 -3.35801
C -0.97588 4.03757 -1.72690
C -1.02621 5.36685 -1.32885
C -0.40335 5.74331 -0.15429
Br -0.51447 7.58817 0.35769
C 0.31393 4.84004 0.65381
C 1.01622 5.15252 1.84851
C 1.71068 4.11308 2.50789
C 1.68768 2.83658 2.01537
N 1.01379 2.49882 0.88326
C 0.34327 3.49626 0.20209
C -0.31681 3.05903 -0.97026
O -0.30655 1.77552 -1.27267
H -1.54883 6.09509 -1.93269
H 1.01413 6.16044 2.23738
H 2.25942 4.31519 3.42040
H 2.20070 2.02832 2.51910
C -4.16561 -3.47798 -1.73013
Si -2.48447 -2.70452 -1.31752
C -1.96495 -1.64330 -2.77233
C -1.28784 -4.13959 -1.13535
Si -2.71191 -1.37495 0.59177
Te -0.73524 -0.16722 1.50111
Si -3.29052 -2.68787 2.44002
C -4.83429 -3.76933 2.24645
C -3.59288 -1.58205 3.93692
C -1.88043 -3.85889 2.87653
Si -4.44968 0.13006 0.17451
C -4.68014 1.30014 1.62874
C -6.10309 -0.77238 -0.08328
C -4.14360 1.17226 -1.34848
H -4.06640 -4.20022 -2.54665
H -4.88684 -2.71377 -2.03585
H -4.58795 -4.00018 -0.86433
H -1.70599 -2.25360 -3.64453
H -1.08837 -1.04397 -2.50841
H -2.76407 -0.95501 -3.05873
H -1.46976 -4.88603 -1.91472
H -1.38160 -4.63101 -0.16155
H -0.26113 -3.78317 -1.23001
H -5.73677 -3.15688 2.14972
H -4.95575 -4.41799 3.12040
H -4.76839 -4.40652 1.35784
H -4.54899 -1.05683 3.84755
H -2.80240 -0.82716 3.99676
H -3.60016 -2.15595 4.86969
H -1.73523 -4.61694 2.09931
H -2.07421 -4.36989 3.82566
H -0.94952 -3.29017 2.96659
H -4.97932 0.76214 2.53422
H -5.44930 2.04423 1.39743
H -3.74397 1.82332 1.84768
H -6.16863 -1.68393 0.52069
H -6.22410 -1.06473 -1.13094
H -6.94557 -0.12601 0.18581
H -3.16625 1.65952 -1.30316
H -4.90975 1.94852 -1.44491
H -4.16125 0.56102 -2.25517
N 3.73013 7.77651 -0.23364
C 3.70612 6.47551 -0.75251
C 4.70311 5.55682 -0.42403
C 4.66247 4.27181 -0.93628
C 3.61191 3.89455 -1.76420
C 2.63070 4.81019 -2.11695
C 2.69273 6.09909 -1.62835
S 3.47044 2.23850 -2.34175
O 2.55647 2.25458 -3.44430
O 4.81559 1.74116 -2.53753
N 2.78575 1.44672 -1.12066
C 3.49671 0.79471 -0.18683
S 5.21716 0.48627 -0.05605
C 4.91820 -0.44255 1.38151
C 3.59755 -0.48708 1.64436
N 2.80455 0.21551 0.77949
H 4.19751 7.84677 0.65550
H 2.81553 8.20229 -0.20179
H 5.50290 5.84925 0.24910
H 5.43361 3.55238 -0.68569
H 1.81678 4.49230 -2.75864
H 1.91786 6.81306 -1.87966
H 5.72323 -0.90550 1.92882
H 3.12994 -1.02477 2.45703
F 3.64548 -8.23860 -1.00132
C 4.16485 -7.28664 -0.19006
F 5.49505 -7.28318 -0.44250
F 4.01371 -7.73362 1.07158
C 3.54331 -5.95096 -0.41360
C 2.83616 -5.30545 0.59283
C 2.25907 -4.07262 0.34742
C 2.36944 -3.45618 -0.90856
C 3.08772 -4.12185 -1.90706
C 3.66500 -5.35398 -1.66173
C 1.76837 -2.17793 -1.10135
C 1.22399 -1.08694 -1.10286
H 2.73520 -5.77002 1.56476
H 1.70197 -3.55484 1.11926
H 3.18864 -3.65502 -2.87777
H 4.22456 -5.85916 -2.44050
*
```

**LUMO level (alpha / beta)**: 3.92 / 3.91 eV
**Relative energy (zero: lowest compared OMol25 entry of this formula, charge and spin)**: 0.737 eV
**E_tot**: -10557.0884 Ha

---

(3)
Here is a structure of composition C12H27I2OP2SiTc from the Open Molecules 2025 dataset. Energies are from wB97M-V/def2-TZVPD.

The geometry in ORCA input format:
```
! wB97M-V def2-TZVPD RIJCOSX def2/J DEFGRID3
* xyz 3 4
I -0.00967 -1.12568 -6.32954
I -0.00679 1.94546 -4.42034
Tc 0.00241 0.82124 -2.03006
P -2.04795 0.22123 -1.38310
C -2.91861 -0.04706 -2.91847
C -2.34052 -1.28378 -0.44610
H -3.35452 -1.23891 -0.03876
H -3.84137 1.30103 -0.31222
H -1.62815 -1.34990 0.38028
H -2.28025 1.68759 0.46205
H -2.59974 -0.98287 -3.37684
H -2.19604 -2.15803 -1.09224
C -2.79876 1.54752 -0.48649
H -3.97790 -0.06942 -2.68541
H -2.74333 2.48455 -1.04320
H -2.71109 0.75178 -3.63699
P 2.05081 0.21106 -1.37631
C 2.92633 -0.06006 -2.90855
C 2.80472 1.53113 -0.47267
H 1.61431 -1.36238 0.38343
H 3.34345 -1.26245 -0.02981
H 2.18146 -2.17111 -1.08932
C 2.33008 -1.29942 -0.44033
H 2.28061 1.67409 0.47239
H 3.84415 1.27844 -0.29196
H 3.98454 -0.08797 -2.67051
H 2.72407 0.74127 -3.62621
H 2.75835 2.46876 -1.02925
H 2.60460 -0.99426 -3.36834
C 0.00328 -0.99000 -2.72349
O 0.00378 -2.10301 -3.06441
C 1.49741 -0.91455 3.83230
Si -0.00023 -0.07032 3.13059
C -1.49755 -0.91492 3.83171
C 0.00000 1.65891 3.75748
C -0.00082 0.22744 1.29197
C -0.00128 0.40139 0.03106
H 1.44459 -0.87275 4.92246
H 2.41267 -0.38928 3.54439
H 1.56219 -1.96877 3.55764
H -1.44470 -0.87274 4.92186
H -2.41237 -0.38925 3.54291
H -1.56174 -1.96909 3.55651
H 0.90032 2.17808 3.41427
H -0.90025 2.17778 3.41361
H -0.00048 1.63925 4.84401
*
```

**LUMO level (alpha / beta)**: -11.29 / -14.02 eV
**E_tot**: -2195.9186 Ha

---

(4)
Here is the molecule C7H9N3 from the Open Molecules 2025 dataset. Energies are from wB97M-V/def2-TZVPD.

The geometry in ORCA input format:
```
! wB97M-V def2-TZVPD RIJCOSX def2/J DEFGRID3
* xyz 0 1
C -2.50254 -0.83136 0.06183
N -1.38318 0.09928 -0.27494
C -1.64386 1.41293 -0.53680
N -0.53825 2.13788 -0.63109
C 0.44496 1.31694 -0.21258
C -0.10346 -0.00655 0.01107
C 0.81122 -1.08703 0.41796
C 2.23913 -0.72467 -0.07235
N 2.73322 0.58811 0.27055
C 1.79764 1.49183 0.18994
H -2.55916 -0.70546 1.20011
H -3.35471 -0.45265 -0.40335
H -2.12689 -1.88405 -0.25675
H -2.68532 1.64100 -0.71376
H 0.91038 -1.28673 1.55650
H 0.76232 -2.06442 -0.12035
H 3.04021 -1.57377 0.24279
H 2.12566 -0.63622 -1.22336
H 2.03264 2.56495 0.49460
*
```

**LUMO level**: 0.60 eV
**Relative energy (zero: lowest compared OMol25 entry of this formula, charge and spin)**: 2.083 eV
**E_tot**: -436.3397 Ha

---

(5)
Here is a cluster of 2 separate species, C4H10NO2 in total from the Open Molecules 2025 dataset. Energies are from wB97M-V/def2-TZVPD.

The geometry in ORCA input format:
```
! wB97M-V def2-TZVPD RIJCOSX def2/J DEFGRID3
* xyz 1 1
O 0.79666 -0.11472 -0.12922
C -0.07025 -0.39276 -0.88307
O 0.17338 -1.05805 -2.05229
C -1.50824 -0.04516 -0.79029
C -1.88195 0.77354 0.33655
C -2.55907 -0.09643 1.40168
N 4.43260 0.11339 -0.01115
H 0.77559 -1.80083 -1.85863
H -2.26859 -0.45278 -1.45077
H -2.54389 1.63457 0.04952
H -1.03497 1.39728 0.64969
H -3.39121 -0.67139 0.96534
H -3.06539 0.41114 2.21970
H -1.88640 -0.87932 1.75423
H 4.04763 1.00819 -0.29941
H 5.05321 -0.17644 -0.74232
H 4.93089 0.34977 0.84046
*
```

**LUMO level**: -8.70 eV
**Relative energy (zero: lowest compared OMol25 entry of this formula, charge and spin)**: 4.682 eV
**E_tot**: -363.2636 Ha

---

(6)
Here is a cluster of 2 separate species, C5H12N4Si in total from the Open Molecules 2025 dataset. Energies are from wB97M-V/def2-TZVPD.

The geometry in ORCA input format:
```
! wB97M-V def2-TZVPD RIJCOSX def2/J DEFGRID3
* xyz 0 1
C 2.87054 -1.17533 -0.88926
C 4.31619 -0.88991 -1.12796
C -1.96095 1.67338 -0.74432
C -2.08933 0.66824 2.27470
C -1.76351 -1.55297 -0.07960
N 1.81180 -1.40979 -0.46227
N 1.64346 1.25109 -1.10866
N 1.00238 1.02635 -0.22870
N 0.16793 0.65137 0.48846
Si -1.51492 0.24267 0.54578
H 4.66325 -1.35549 -2.13071
H 4.44405 0.18230 -1.21009
H 4.79447 -1.47705 -0.29109
H -3.12975 1.77339 -0.75849
H -1.54949 2.64017 -0.26704
H -1.61559 1.45826 -1.68222
H -3.14156 0.79247 2.36794
H -1.93362 -0.25909 2.88670
H -1.60091 1.41185 2.97367
H -2.45535 -2.04129 0.62663
H -2.13308 -1.58226 -1.04645
H -0.82601 -2.02835 -0.13702
*
```

**LUMO level**: 0.92 eV
**Relative energy (zero: lowest compared OMol25 entry of this formula, charge and spin)**: 0.260 eV
**E_tot**: -706.1613 Ha

---

(7)
Here is the molecule C4H9N from the Open Molecules 2025 dataset. Energies are from wB97M-V/def2-TZVPD.

The geometry in ORCA input format:
```
! wB97M-V def2-TZVPD RIJCOSX def2/J DEFGRID3
* xyz 0 1
C -1.29573 -0.28683 1.34639
C -0.90114 0.21019 -0.04070
N 0.22644 -0.54303 -0.55625
C 1.09431 0.10655 -1.51379
C 1.55666 -0.04862 -0.13110
H -1.53638 -1.35442 1.32015
H -0.47856 -0.14117 2.06240
H -2.17205 0.25476 1.71964
H -0.66907 1.28923 0.00141
H -1.73791 0.08228 -0.73583
H 0.82275 1.11740 -1.81025
H 1.48302 -0.51617 -2.31372
H 2.01227 -0.99779 0.13727
H 1.59540 0.82762 0.51436
*
```

**LUMO level**: 1.30 eV
**Relative energy (zero: lowest compared OMol25 entry of this formula, charge and spin)**: 1.286 eV
**E_tot**: -212.5039 Ha

---

(8)
Here is a cluster of 2 separate species, C3H2O2 in total from the Open Molecules 2025 dataset. Energies are from wB97M-V/def2-TZVPD.

The geometry in ORCA input format:
```
! wB97M-V def2-TZVPD RIJCOSX def2/J DEFGRID3
* xyz 0 1
C 0.61212 0.46765 -0.24338
C -1.51205 0.74800 -0.03251
C 1.18212 -0.66598 0.02047
O -1.82976 -0.07865 -0.78981
O -1.63216 1.62557 0.71613
H 1.13105 -1.43786 0.86536
H 2.04868 -0.65874 -0.53626
*
```

**LUMO level**: -1.32 eV
**Relative energy (zero: lowest compared OMol25 entry of this formula, charge and spin)**: 2.745 eV
**E_tot**: -265.8504 Ha